Record 1
C22H26BaN2O13 | ωB97M-V with the def2-TZVPD basis set

Last column: natural (NBO) charge in e.
Atoms and positions in Å:
Ba1 -0.99546 -0.11534 -0.15059  1.8790
O1 -1.86767 3.90351 1.20924  -0.7147
C1 -1.83257 3.14942 0.23445  0.8064
O2 -2.46195 2.04485 0.10077  -0.9058
C2 -1.00003 3.61855 -0.97705  -0.3593
C3 -1.32068 2.85502 -2.26207  0.0883
C4 -0.74042 3.57323 -3.49303  -0.4358
C5 0.76551 3.20556 -3.38469  -0.4164
C6 0.77941 2.43796 -2.06089  0.0788
O3 -0.45676 1.70340 -2.16778  -0.5786
C7 0.54419 3.39627 -0.87549  -0.3370
C8 1.08994 2.79028 0.43093  0.8054
O4 2.00102 3.39157 1.01663  -0.7366
O5 0.59343 1.67554 0.77656  -0.8988
H1 -1.21009 4.68425 -1.08344  0.2156
H2 -2.35432 2.53091 -2.34150  0.2162
H3 -0.92223 4.64822 -3.45858  0.1958
H4 -1.18231 3.17993 -4.40941  0.2015
H5 1.42401 4.07472 -3.36605  0.1953
H6 1.07580 2.54233 -4.19156  0.2202
H7 1.59889 1.73270 -1.94175  0.2346
H8 1.07913 4.33152 -1.03954  0.2115
O6 2.00669 -0.28558 -3.84131  -0.5520
C9 2.51372 -1.38344 -3.87501  0.4181
C10 2.55688 -2.40879 -2.83299  -0.3095
C11 3.37036 -3.49881 -3.09322  -0.1006
C12 3.54005 -4.51311 -2.16523  -0.1034
C13 2.87784 -4.44315 -0.91779  -0.1793
C14 2.06232 -3.39466 -0.63492  -0.2667
C15 1.82308 -2.32249 -1.57840  0.4743
O7 1.04349 -1.39170 -1.29935  -0.7457
N1 4.39268 -5.61692 -2.46524  0.5268
O8 4.86346 -5.71001 -3.59786  -0.4544
O9 4.45776 -6.54028 -1.65742  -0.4462
H9 3.15197 -1.65768 -4.75040  0.0731
H10 3.89683 -3.55932 -4.03797  0.2243
H11 3.03496 -5.23541 -0.19949  0.2300
H12 1.55232 -3.31477 0.31811  0.2333
C16 -5.13010 -0.20691 2.49069  -0.6266
C17 -3.84039 -0.95216 2.17122  0.1389
C18 -3.48144 -1.93810 3.27567  -0.6172
O10 -2.75247 -0.02034 2.12059  -0.7957
C19 -3.98740 -1.77514 0.85004  0.7574
O11 -5.04903 -2.40052 0.72101  -0.7441
O12 -2.99803 -1.76637 0.06593  -0.8638
H13 -5.04349 0.30226 3.45378  0.1901
H14 -5.96279 -0.90736 2.51120  0.2284
H15 -5.33330 0.54053 1.71980  0.2110
H16 -3.40797 -1.41868 4.23461  0.1897
H17 -2.51947 -2.40409 3.05213  0.2231
H18 -4.24257 -2.71517 3.33849  0.2166
H19 -3.02135 0.79931 1.66818  0.5136
C20 0.73991 1.44956 3.89391  -0.4101
N2 1.18644 0.21329 3.28575  -0.4057
C21 2.51955 0.21930 2.71683  -0.4345
C22 0.30963 -0.74913 2.97320  0.5124
O13 0.54785 -1.74091 2.28663  -0.6885
H20 1.30039 1.64572 4.81339  0.1677
H21 -0.32136 1.37821 4.12893  0.2090
H22 0.88410 2.27156 3.18938  0.2501
H23 3.26792 0.22937 3.51582  0.1699
H24 2.63342 1.10681 2.09183  0.2490
H25 2.64514 -0.67531 2.11213  0.2327
H26 -0.69448 -0.56403 3.38217  0.1394

Output
- F_max: 1.76 eV/A
- E: -1967.308514 Ha
- Charge: -2


Record 2
C17H22N2O | ωB97M-V with the def2-TZVPD basis set

Last column: natural (NBO) charge in e.
Atoms and positions in Å:
C1 -5.80523 -1.04395 -0.50481  -0.6198
C2 -4.46093 -0.53993 -0.06649  -0.0431
C3 -3.74678 -1.26468 0.90162  -0.2218
C4 -2.51255 -0.86007 1.35652  -0.2372
C5 -1.98062 0.30730 0.82302  0.1900
N1 -0.80530 0.94956 1.07446  -0.5514
C6 -0.72614 2.06647 0.28452  0.1507
C7 0.50716 2.90847 0.33312  -0.2565
N2 1.64036 2.20717 -0.25695  -0.6092
C8 2.27696 1.21854 0.40959  0.7043
O1 2.04775 0.98095 1.58042  -0.6671
C9 3.30828 0.47202 -0.43359  -0.3131
C10 4.17570 -0.45310 0.43621  -0.4050
C11 3.72505 -1.91364 0.35606  -0.3972
C12 2.20238 -1.98169 0.36409  -0.4130
C13 1.62793 -1.35918 -0.91574  -0.4119
C14 2.59188 -0.33566 -1.52422  -0.3911
C15 -1.84893 2.16213 -0.48774  -0.3011
C16 -2.67681 1.05294 -0.15945  -0.1000
C17 -3.92723 0.61500 -0.59747  -0.1920
H1 -6.23446 -0.39606 -1.26498  0.2106
H2 -5.72107 -2.05054 -0.91344  0.2131
H3 -6.49009 -1.08531 0.34182  0.2137
H4 -4.18854 -2.16800 1.29760  0.2059
H5 -1.97399 -1.42724 2.10125  0.2105
H6 -0.07087 0.66431 1.70550  0.4403
H7 0.35600 3.84514 -0.20337  0.2205
H8 0.77031 3.12010 1.37464  0.2304
H9 1.76884 2.29243 -1.25181  0.3977
H10 3.94010 1.23030 -0.91024  0.2245
H11 4.09357 -0.11553 1.47119  0.2315
H12 5.22222 -0.37431 0.13746  0.2071
H13 4.12967 -2.46179 1.20828  0.2133
H14 4.10987 -2.38589 -0.55031  0.1892
H15 1.84564 -1.43469 1.23719  0.2142
H16 1.86628 -3.01535 0.45833  0.2089
H17 1.43244 -2.13666 -1.65722  0.2091
H18 0.67273 -0.87936 -0.69155  0.2118
H19 2.04406 0.32299 -2.20246  0.2027
H20 3.35157 -0.84681 -2.11853  0.2082
H21 -2.07011 2.93424 -1.19815  0.2182
H22 -4.46714 1.17935 -1.34439  0.2042

Output
- F_max: 0.78 eV/A
- E: -845.796020 Ha
- SMILES string: Cc1ccc2[nH]c(CNC(=O)C3CCCCC3)cc2c1


Record 3
C31H44N7RuSSi | ωB97M-V with the def2-TZVPD basis set

Last column: Mulliken spin population.
Atoms and positions in Å:
Ru1 -0.10067 0.31957 0.00852  3.8385
C1 3.03479 0.51738 -0.97420  -0.0027
C2 3.10042 1.50732 0.19144  0.0419
C3 2.87478 0.82953 1.51353  -0.0038
C4 3.79670 0.94488 2.54183  0.0015
C5 3.58466 0.26174 3.72787  -0.0048
C6 2.45831 -0.53475 3.84146  0.0023
C7 1.58314 -0.59413 2.77411  0.0066
N1 1.76810 0.07934 1.63291  0.0982
N2 1.69638 0.49077 -1.60753  0.0703
C8 1.54030 -0.71892 -2.43947  -0.0118
C9 1.43442 -1.96456 -1.60964  0.0061
C10 2.01645 -3.15260 -2.02216  0.0044
C11 1.86450 -4.28730 -1.24238  0.0000
C12 1.15214 -4.19450 -0.05747  0.0040
C13 0.61668 -2.96971 0.29059  0.0145
N3 0.73762 -1.87767 -0.47047  0.0314
C14 1.54938 1.67607 -2.46875  -0.0084
C15 0.11519 2.07958 -2.66819  0.0331
C16 -0.30127 2.76650 -3.79741  0.0012
C17 -1.60900 3.21561 -3.86332  0.0038
C18 -2.46255 2.97355 -2.79400  -0.0049
C19 -1.97698 2.27247 -1.70995  0.0081
N4 -0.71523 1.81878 -1.65391  0.0917
H1 3.25650 -0.48723 -0.61424  -0.0078
H2 3.78149 0.75909 -1.73786  -0.0001
H3 2.35498 2.30008 0.06412  -0.0044
H4 4.07020 2.00236 0.20274  0.0029
H5 4.67382 1.56250 2.40485  0.0010
H6 4.29164 0.34186 4.54275  -0.0002
H7 2.25277 -1.10062 4.73892  0.0014
H8 0.69110 -1.20008 2.84128  0.0022
H9 2.37649 -0.80363 -3.14191  0.0098
H10 0.61632 -0.61810 -3.01362  -0.0076
H11 2.58503 -3.18341 -2.94216  0.0004
H12 2.30828 -5.22525 -1.54832  -0.0002
H13 1.02084 -5.04775 0.59248  0.0008
H14 0.07685 -2.84730 1.22011  0.0070
H15 2.04473 1.51123 -3.43083  0.0010
H16 2.06033 2.51713 -1.99658  -0.0045
H17 0.39440 2.95289 -4.60473  0.0007
H18 -1.95806 3.75615 -4.73304  0.0000
H19 -3.48411 3.32584 -2.79883  0.0005
H20 -2.59392 2.06683 -0.84407  -0.0026
C20 -3.10421 2.22755 6.26830  0.0006
Si1 -1.71137 2.35156 5.03282  -0.0102
C21 -0.03776 2.21874 5.85474  0.0008
C22 -1.86482 3.95152 4.08707  0.0150
C23 -1.82680 0.78680 3.92423  -0.0390
C24 -2.28525 -0.38761 4.52757  -0.0054
C25 -2.35484 -1.59244 3.83924  0.0215
C26 -1.91052 -1.61523 2.53322  0.0279
N5 -1.43660 -0.52344 1.92959  0.1013
C27 -1.43216 0.64715 2.59265  0.0540
S1 -0.86269 1.97299 1.56899  0.4454
H21 -3.09263 3.10467 6.91875  0.0003
H22 -3.03704 1.35319 6.91706  0.0000
H23 -4.07441 2.20435 5.76744  -0.0001
H24 0.12152 3.04792 6.54722  0.0002
H25 0.76580 2.24532 5.11397  0.0008
H26 0.05740 1.29090 6.42335  0.0006
H27 -1.94259 4.75548 4.82432  0.0019
H28 -2.76328 3.98884 3.46846  0.0003
H29 -1.00236 4.16327 3.45681  -0.0022
H30 -2.61065 -0.36464 5.56059  -0.0014
H31 -2.73723 -2.48943 4.30512  0.0019
H32 -1.93221 -2.53227 1.95400  0.0032
C28 -2.19980 -3.40237 -2.42573  0.0021
C29 -2.62238 -2.03953 -2.96494  0.0117
C30 -2.31715 -1.94707 -4.45512  -0.0003
C31 -4.10775 -1.78963 -2.71182  0.0004
N6 -1.76155 -0.99791 -2.33828  -0.0126
N7 -1.96086 -0.81495 -0.93318  0.1567
H33 -2.73129 -4.19449 -2.95222  0.0000
H34 -2.44061 -3.52259 -1.36546  -0.0011
H35 -1.12739 -3.55463 -2.56476  0.0003
H36 -2.89485 -2.68675 -5.00781  0.0000
H37 -1.25797 -2.12775 -4.64573  0.0004
H38 -2.58101 -0.96240 -4.85058  0.0001
H39 -4.70743 -2.51940 -3.25550  0.0003
H40 -4.40473 -0.79570 -3.05692  0.0001
H41 -4.37692 -1.89225 -1.65766  -0.0002
H42 -1.98206 -0.10369 -2.76762  0.0051
H43 -1.81366 -1.71400 -0.48491  -0.0074
H44 -2.91838 -0.53859 -0.70995  0.0053

Output
- F_max: 0.25 eV/A
- E: -2373.070773 Ha
- <S²>: 8.76
- Charge: +2
- 2S+1: 6


Record 4
C3H6N3O2S | ωB97M-V with the def2-TZVPD basis set

Last column: natural (NBO) charge in e.
Atoms and positions in Å:
C1 -0.91979 -1.97813 1.65884  -0.4382
C2 0.98745 2.74220 -1.84898  -0.1545
C3 -0.36149 -0.82834 1.95957  -0.3844
N1 0.41742 1.81695 -1.17436  -0.5773
N2 2.13463 2.43684 0.71367  -0.6293
N3 2.87177 2.08905 1.69451  0.5785
O1 2.72004 1.03830 2.35919  -0.5839
O2 3.76910 2.87119 1.91223  -0.5279
S1 0.96500 1.30972 0.34829  0.5990
H1 -2.01056 -2.13707 1.41948  0.1692
H2 -0.50523 -2.99066 1.92573  0.1767
H3 0.52305 2.80725 -2.82712  0.1395
H4 1.87758 3.30338 -1.71982  0.1784
H5 -0.89544 0.17711 1.86200  0.2276
H6 0.63546 -1.00999 2.44816  0.2266

Output
- F_max: 3.44 eV/A
- E: -830.694831 Ha
- Charge: -1


Copy entry 4 word for word.
C3H6N3O2S | ωB97M-V with the def2-TZVPD basis set

Last column: natural (NBO) charge in e.
Atoms and positions in Å:
C1 -0.91979 -1.97813 1.65884  -0.4382
C2 0.98745 2.74220 -1.84898  -0.1545
C3 -0.36149 -0.82834 1.95957  -0.3844
N1 0.41742 1.81695 -1.17436  -0.5773
N2 2.13463 2.43684 0.71367  -0.6293
N3 2.87177 2.08905 1.69451  0.5785
O1 2.72004 1.03830 2.35919  -0.5839
O2 3.76910 2.87119 1.91223  -0.5279
S1 0.96500 1.30972 0.34829  0.5990
H1 -2.01056 -2.13707 1.41948  0.1692
H2 -0.50523 -2.99066 1.92573  0.1767
H3 0.52305 2.80725 -2.82712  0.1395
H4 1.87758 3.30338 -1.71982  0.1784
H5 -0.89544 0.17711 1.86200  0.2276
H6 0.63546 -1.00999 2.44816  0.2266

Output
- F_max: 3.44 eV/A
- E: -830.694831 Ha
- Charge: -1


Question: F_max of number 2 (C17H22N2O)?
Answer: 0.78 eV/A


Question: The lowest E belongs to which entry?
Answer: C31H44N7RuSSi